A 6-piece molecular cluster, C54H59BrN3O27PS overall in a non-equilibrium geometry, computed with wB97M-V/def2-TZVPD.

Positions of all 146 atoms, in Å:
C 5.055 6.815 -2.952
C 3.546 6.324 -3.297
C 3.425 4.822 -2.654
C 1.892 4.404 -2.811
C 1.422 3.080 -2.026
N 1.058 3.228 -0.629
C 1.197 4.405 -0.058
C -0.056 5.433 -0.181
C 2.420 4.935 0.820
O 2.210 2.009 -2.470
C 3.013 1.222 -1.613
C 3.827 1.885 -0.426
C 5.300 1.446 -0.101
C 5.450 0.091 0.771
O 4.694 -0.227 1.722
N 6.595 -0.791 0.469
C 6.211 -1.962 -0.345
C 5.085 -2.971 -0.021
C 4.830 -4.111 -1.044
C 5.639 -4.305 -2.360
C 6.782 -3.307 -2.678
C 7.038 -2.170 -1.666
P 4.280 0.443 -2.867
N 5.354 1.497 -3.420
C 2.299 -0.139 -1.031
C 0.810 0.078 -0.497
O 0.450 -1.187 0.197
C -0.226 -0.893 1.413
C -1.761 -0.488 1.555
O 0.445 -0.977 2.480
O 2.504 -1.294 -1.875
C 1.479 -1.505 -2.852
Br 0.320 -3.115 -2.469
S -0.296 2.711 -2.840
C -1.020 4.178 -3.705
O -0.174 1.626 -3.902
O -1.311 2.347 -1.749
H 5.124 7.933 -3.207
H 5.341 6.629 -1.860
H 5.802 6.266 -3.624
H 2.771 7.002 -2.788
H 3.431 6.275 -4.434
H 3.817 4.929 -1.594
H 4.044 4.163 -3.346
H 1.752 4.149 -3.934
H 1.259 5.332 -2.634
H 0.154 6.269 -0.935
H -0.994 4.870 -0.554
H -0.263 5.943 0.831
H 3.016 5.775 0.294
H 3.105 4.123 1.231
H 1.951 5.451 1.745
H 3.198 1.751 0.539
H 3.825 3.030 -0.597
H 5.734 2.256 0.610
H 6.056 1.384 -0.949
H 6.981 -1.160 1.361
H 4.504 -2.820 0.951
H 3.973 -4.830 -0.802
H 5.399 -5.149 -3.092
H 7.391 -3.393 -3.638
H 7.882 -1.425 -1.915
H 3.491 -0.021 -3.983
H 4.972 -0.670 -2.294
H 5.157 2.381 -2.930
H 2.911 -0.373 -0.074
H 0.019 0.211 -1.306
H 0.746 0.872 0.342
H -2.248 -1.002 2.462
H -1.806 0.646 1.781
H -2.393 -0.664 0.622
H 2.026 -1.804 -3.827
H 0.850 -0.596 -3.130
H -2.049 3.880 -4.111
H -0.354 4.406 -4.603
H -1.057 5.106 -3.026
O -4.887 3.829 5.684
C -3.999 4.327 5.020
C -3.969 5.754 4.677
C -2.981 6.251 3.930
O -2.938 7.574 3.604
C -1.881 5.384 3.419
O -1.002 5.867 2.722
C -1.899 3.965 3.783
C -2.885 3.468 4.532
O -2.916 2.154 4.881
H -4.775 6.371 5.052
H -2.133 7.681 3.062
H -1.086 3.350 3.420
H -3.727 2.047 5.420
O -4.533 2.365 -1.609
C -5.175 1.914 -2.542
C -6.635 2.042 -2.624
C -7.306 1.521 -3.653
O -8.660 1.634 -3.743
C -6.606 0.792 -4.749
O -7.256 0.314 -5.664
C -5.146 0.685 -4.681
C -4.472 1.208 -3.653
O -3.116 1.117 -3.580
H -7.131 2.571 -1.821
H -8.904 1.177 -4.572
H -4.650 0.169 -5.491
H -2.864 1.571 -2.744
O -3.588 -2.791 4.720
C -4.218 -2.276 5.628
C -4.499 -0.837 5.670
C -5.178 -0.307 6.690
O -5.448 1.028 6.740
C -5.669 -1.148 7.817
O -6.270 -0.626 8.740
C -5.409 -2.590 7.764
C -4.733 -3.122 6.742
O -4.486 -4.458 6.677
H -4.135 -0.238 4.846
H -5.946 1.162 7.570
H -5.786 -3.193 8.579
H -3.983 -4.590 5.850
O -0.836 -4.377 6.838
C -0.457 -5.507 6.582
C 0.030 -6.426 7.616
C 0.451 -7.651 7.294
O 0.903 -8.516 8.243
C 0.446 -8.127 5.881
O 0.855 -9.246 5.621
C -0.063 -7.218 4.850
C -0.488 -5.994 5.173
O -0.965 -5.139 4.228
H 0.030 -6.068 8.637
H 1.148 -9.328 7.758
H -0.078 -7.582 3.832
H -1.205 -4.323 4.712
O 1.138 -4.580 -6.294
C 0.199 -5.357 -6.279
C -1.115 -4.993 -5.739
C -2.114 -5.878 -5.725
O -3.340 -5.552 -5.229
C -1.933 -7.260 -6.251
O -2.863 -8.048 -6.205
C -0.627 -7.618 -6.813
C 0.371 -6.732 -6.830
O 1.589 -7.048 -7.350
H -1.232 -3.987 -5.358
H -3.883 -6.358 -5.330
H -0.514 -8.619 -7.207
H 2.133 -6.243 -7.243

E ... -7601.91044 hartree
Orbital gap ... 6.24 eV
Structure (SMILES) ... CCCC[C@](N=C(C)C)(O[C@](CCC(=O)Nc1ccccc1)([PH2]=N)[C@@H](COC(C)=O)OCBr)S(C)(=O)=O.O=C1C=C(O)C(=O)C=C1O.O=C1C=C(O)C(=O)C=C1O.O=C1C=C(O)C(=O)C=C1O.O=C1C=C(O)C(=O)C=C1O.O=C1C=C(O)C(=O)C=C1O

Atomic partial charges in e from the Mulliken method, atoms 1 to 2: number 1, C, carries -1.062; number 2, C, carries -0.482